Entry 1:
DFT (the ωB97M-V functional and the def2-TZVPD basis) results for a 2-piece molecular cluster, CH7NOSi2 overall.

Last column: Mulliken charge in e.
Atoms and positions in Å:
C 0.716997 0.467159 -0.138008  0.05
N -0.236996 1.168365 -0.212961  0.09
O -1.497962 1.063687 -0.411898  -0.29
Si 2.520888 0.100898 0.015604  0.31
Si -2.453007 -0.304896 0.120294  0.42
H 0.267010 -1.503655 0.014413  -0.14
H 3.292200 1.315063 0.701388  -0.06
H 2.827663 -1.223353 0.531853  -0.05
H 2.737073 0.287583 -1.436538  -0.07
H -3.507627 0.513928 0.893065  -0.09
H -2.706438 -0.804600 -1.202475  -0.07
H -1.959804 -1.080174 1.125261  -0.09

Forces on atoms 1 to 6 (eV/Å):
C 0.00 -3.46 1.25
N 1.41 1.96 -0.17
O -1.73 -0.70 0.39
Si 0.63 2.03 -0.42
Si -1.06 3.08 -0.71
H 0.25 2.04 -0.40

Summary:
HOMO level: -8.13 eV

Entry 2:
DFT (the ωB97M-V functional and the def2-TZVPD basis) results for a 2-piece molecular cluster, CH7NS2 overall.

Last column: Mulliken charge in e.
Atoms and positions in Å:
C 0.752701 1.309927 -0.908309  -0.82
S 1.453485 0.011028 0.156904  -0.02
S 2.237261 -1.395839 -1.161927  -0.20
H 0.813019 1.208239 -1.994935  0.31
H 1.279576 2.233942 -0.766539  0.31
H -0.270809 1.080382 -0.641111  0.28
H 1.357791 -1.196570 -2.205823  0.14
N -1.810356 -0.970707 1.712701  -0.60
H -1.226520 -0.149897 1.697747  0.19
H -2.768679 -0.794834 1.455335  0.21
H -1.817469 -1.335671 2.655957  0.21

Forces on atoms 1 to 6 (eV/Å):
C 0.18 -1.13 -0.59
S 0.51 -0.31 -0.35
S -0.24 0.29 -0.82
H 0.26 -0.84 0.13
H -0.55 0.72 0.83
H -0.48 1.59 -0.06

Summary:
HOMO level: -8.18 eV

Entry 3:
DFT (the ωB97M-V functional and the def2-TZVPD basis) results for a 2-piece molecular cluster, CH7NS2 overall.

Last column: Mulliken charge in e.
Atoms and positions in Å:
C -1.417541 0.663897 -1.194218  -0.85
S 0.457411 0.233750 -1.109672  -0.10
S 0.283917 -1.481234 -2.344938  -0.19
H -1.979626 0.248710 -2.096857  0.33
H -1.464440 1.570216 -0.712433  0.33
H -1.884474 -0.016575 -0.489242  0.31
H 1.023272 -2.147161 -1.523777  0.14
N 1.195796 0.479311 2.254018  -0.62
H 0.854414 0.207633 3.169651  0.22
H 0.722790 -0.170780 1.577203  0.22
H 2.208482 0.412234 2.470263  0.21

Forces on atoms 1 to 6 (eV/Å):
C 0.76 -4.36 -0.29
S -2.00 -0.12 -1.25
S -0.30 1.30 -0.30
H 1.26 1.89 0.45
H -0.64 2.63 -0.06
H 0.19 -0.23 0.63

Summary:
HOMO level: -8.54 eV

Entry 4:
DFT (the ωB97M-V functional and the def2-TZVPD basis) results for a 3-piece molecular cluster, CH7O3 overall.

Last column: Mulliken charge in e.
Atoms and positions in Å:
C -0.047142 0.704136 -1.295143  -0.58
O -0.305714 0.458424 0.037322  -0.89
H -0.672292 1.672522 -1.659273  0.17
H 1.082570 0.827473 -1.405559  0.17
H -0.281421 -0.187730 -1.874645  0.15
H 0.759098 -0.698762 0.287443  0.42
H 1.086184 -2.083229 -0.365337  0.26
O 1.443834 -1.436313 0.242554  -0.71
H -1.265841 -0.507024 1.980282  0.28
H -0.661830 0.921559 1.655365  0.42
O -1.137451 0.328943 2.396991  -0.69

Forces on atoms 1 to 6 (eV/Å):
C 0.15 1.62 1.17
O 0.04 0.03 -0.30
H 1.44 -1.89 0.13
H -0.99 0.49 -0.57
H -0.42 -0.05 -0.82
H -0.42 0.36 -0.16

Summary:
HOMO level: -3.48 eV
Total charge: -1

Entry 5:
DFT (the ωB97M-V functional and the def2-TZVPD basis) results for a 3-piece molecular cluster, CH7O3 overall.

Last column: Mulliken charge in e.
Atoms and positions in Å:
C -0.625567 -0.614616 0.934603  -0.36
O 0.399555 0.185581 0.536499  -0.93
H -0.592071 -1.638325 0.544092  0.07
H -0.694658 -0.764140 2.053751  0.13
H -1.644633 -0.238157 0.640175  0.17
H -0.511251 1.608611 0.067538  0.34
H -1.219795 2.869220 0.186043  0.29
O -1.140286 2.159988 -0.469748  -0.67
H 1.087663 -2.377733 -0.521304  0.27
H 1.401222 -0.899487 -0.463818  0.38
O 1.486767 -1.699389 -1.061930  -0.69

Forces on atoms 1 to 6 (eV/Å):
C -0.57 0.37 0.70
O 0.15 0.28 0.08
H 0.06 -0.49 -0.28
H 0.04 0.11 -0.29
H 0.34 -0.11 0.08
H 0.48 -1.29 -0.71

Summary:
HOMO level: -3.25 eV
Total charge: -1

Entry 6:
DFT (the ωB97M-V functional and the def2-TZVPD basis) results for a 4-piece molecular cluster, CH7O5 overall.

Last column: Mulliken charge in e.
Atoms and positions in Å:
O 1.050919 0.691391 0.688726  -0.64
C -0.069399 0.477199 1.173946  -0.08
O -1.079995 -0.029970 0.628029  -0.72
H -0.247278 0.816776 2.227595  0.32
H -3.568913 -1.257921 -0.528400  0.28
H -2.588496 -1.065727 0.621682  0.46
O -3.403147 -1.550960 0.374964  -0.68
H -0.328958 -1.250289 -0.754647  0.37
H 0.854275 -0.593793 -1.342516  0.33
O 0.337714 -1.403903 -1.458234  -0.68
H 2.479363 1.670252 -0.306807  0.41
H 3.755625 1.344154 -1.023153  0.29
O 3.116742 2.060283 -0.935301  -0.66

Forces on atoms 1 to 6 (eV/Å):
O 0.39 0.00 -0.21
C -0.59 0.35 0.26
O 0.13 -0.32 -0.13
H 0.21 -0.07 -0.02
H 0.09 -0.05 0.17
H -0.03 0.07 -0.03

Summary:
HOMO level: -5.49 eV
Total charge: -1

Kohn-Sham gap list, top to bottom, in Ha: 0.3049 0.3211 0.3286 0.2891 0.2849 0.3451
Max |F| list, top to bottom, in hartree/bohr: 0.0715 0.0324 0.0862 0.0586 0.0301 0.0143